Entry 1:
Formula: C57H55F4O2P2RuSb2Si
Source: OMol25
Level of theory: wB97M-V/def2-TZVPD

Last column: Mulliken charge in e.
Positions of all 124 atoms, in Å:
Ru1 0.175 -0.592 0.316  -1.881
C1 2.857 -1.930 2.694  -1.483
Si1 2.326 -0.839 1.225  2.262
C2 3.601 -1.178 -0.129  0.199
C3 4.922 -1.598 0.058  -0.799
C4 5.817 -1.620 -0.998  -0.863
C5 5.406 -1.209 -2.263  -0.895
C6 4.099 -0.806 -2.468  -0.239
C7 3.191 -0.809 -1.405  -0.909
P1 1.390 -0.461 -1.636  2.410
C8 0.722 -2.076 -2.286  1.370
C9 1.284 -3.646 -0.858  -0.383
C10 0.957 -5.035 -1.492  -1.338
C11 0.046 -4.620 -3.465  -0.642
C12 -0.554 -3.340 -3.948  -2.042
C13 -0.245 -2.157 -3.412  -0.416
C14 1.639 0.749 -3.001  0.374
C15 1.296 0.522 -4.330  -0.624
C16 1.626 1.446 -5.314  -0.929
C17 2.308 2.605 -4.985  -0.846
C18 2.687 2.825 -3.667  -0.869
C19 2.368 1.895 -2.693  0.042
C20 2.891 0.846 1.936  0.045
C21 4.173 1.080 2.444  -0.707
C22 4.478 2.257 3.103  -0.773
C23 3.494 3.227 3.286  -0.939
C24 2.227 3.027 2.772  -0.152
C25 1.933 1.848 2.082  -1.031
P2 0.344 1.529 1.221  3.029
C26 0.337 3.019 0.109  -0.143
C27 -1.242 4.181 -1.339  -0.427
C28 -0.725 5.585 -1.324  -1.350
C29 0.575 5.900 -1.141  -0.560
C30 1.605 5.006 -0.767  -0.787
C31 1.462 3.729 -0.204  -0.651
C32 -0.878 2.191 2.441  0.060
C33 -1.560 1.285 3.244  0.825
C34 -2.435 1.707 4.234  -0.257
C35 -2.661 3.062 4.418  -1.039
C36 -2.000 3.982 3.614  -1.049
C37 -1.114 3.552 2.638  -0.631
H1 3.923 -1.765 2.872  0.588
H2 2.713 -3.003 2.562  0.359
H3 2.345 -1.614 3.603  0.306
H4 5.254 -1.911 1.041  0.424
H5 6.837 -1.949 -0.841  0.420
H6 6.104 -1.214 -3.090  0.424
H7 3.782 -0.511 -3.461  0.670
H8 1.933 -3.679 0.014  0.976
H9 1.329 -5.923 -0.986  0.365
H10 -0.053 -5.417 -4.202  0.815
H11 -1.300 -3.389 -4.734  0.380
H12 -0.776 -1.272 -3.738  0.848
H13 0.798 -0.387 -4.623  0.524
H14 1.350 1.252 -6.343  0.401
H15 2.557 3.328 -5.751  0.354
H16 3.246 3.714 -3.402  0.419
H17 2.720 2.036 -1.681  0.597
H18 4.945 0.329 2.316  0.353
H19 5.477 2.423 3.486  0.420
H20 3.723 4.138 3.823  0.419
H21 1.473 3.791 2.900  0.448
H22 -2.339 4.233 -1.319  0.434
H23 -1.447 6.363 -1.527  0.544
H24 0.863 6.937 -1.274  0.423
H25 2.618 5.388 -0.811  0.493
H26 2.382 3.273 0.139  0.421
H27 -1.409 0.226 3.082  -1.198
H28 -2.949 0.976 4.841  0.587
H29 -3.353 3.401 5.178  0.407
H30 -2.175 5.042 3.746  0.443
H31 -0.620 4.291 2.020  0.461
C38 0.175 -4.221 2.165  -1.360
Sb1 -0.612 -2.236 2.203  0.732
C39 -0.448 -1.989 4.331  -1.568
C40 -2.648 -2.994 2.311  -1.643
C41 -3.680 -1.988 2.723  0.566
C42 -4.049 -1.894 4.065  -0.671
C43 -5.040 -1.024 4.490  -0.820
C44 -5.685 -0.221 3.561  -0.779
C45 -5.331 -0.304 2.225  -0.379
C46 -4.335 -1.173 1.779  1.147
C47 -4.032 -1.264 0.315  -2.152
Sb2 -2.375 -0.028 -0.416  0.372
C48 -3.076 -0.235 -2.431  -1.305
C49 -3.547 1.699 0.085  -0.678
H32 -0.147 -4.719 3.080  0.682
H33 1.259 -4.227 2.116  0.382
H34 -0.227 -4.749 1.304  0.300
H35 -1.139 -2.686 4.803  0.508
H36 -0.687 -0.975 4.649  0.273
H37 0.564 -2.232 4.648  0.651
H38 -2.579 -3.789 3.056  0.897
H39 -2.887 -3.464 1.359  0.603
H40 -3.569 -2.546 4.786  0.318
H41 -5.315 -0.986 5.536  0.425
H42 -6.469 0.458 3.872  0.408
H43 -5.856 0.303 1.497  0.371
H44 -4.876 -0.874 -0.257  0.948
H45 -3.893 -2.298 -0.002  0.966
H46 -4.140 0.001 -2.455  0.606
H47 -2.924 -1.266 -2.753  0.380
H48 -2.532 0.425 -3.102  0.109
H49 -4.522 1.567 -0.385  0.737
H50 -3.099 2.630 -0.235  -0.411
H51 -3.670 1.735 1.167  0.269
F1 -0.840 -6.504 -2.206  -0.521
C50 -0.461 -5.169 -2.083  1.383
C51 1.473 -4.524 -2.869  -0.438
C52 1.808 -3.169 -2.231  -0.528
C53 0.132 -2.564 -0.858  0.735
C54 -1.224 -3.200 -0.900  0.528
C55 -1.517 -4.393 -1.407  -1.478
H52 2.268 -5.002 -3.435  0.261
H53 2.834 -2.859 -2.385  0.386
H54 -2.056 -2.673 -0.462  -0.799
H55 -2.522 -4.801 -1.379  0.427
F2 -1.300 3.288 -4.960  -0.239
C56 -1.095 4.127 -3.948  0.529
F3 -2.138 4.983 -3.904  -0.299
F4 0.006 4.843 -4.204  -0.230
C57 -0.981 3.373 -2.607  0.627
O1 -0.935 3.382 -0.202  0.512
O2 -0.834 2.182 -2.604  -0.225

Atoms 1-6, force components in eV/Å:
-0.1 -0.7 -0.2
0.0 0.0 -0.1
0.2 0.0 0.1
-0.1 0.1 0.0
0.0 0.0 0.0
0.0 0.0 0.0

<S²>: 0.792
Energy in a.u.: -4302.4951
Highest occupied orbital energy (spin up / spin down) in eV: -7.279 / -7.544
Spin multiplicity: 2
Orbital gap (spin up / spin down) in eV: 7.451 / 6.550

Entry 2:
Formula: C57H55GeNP2SeSiSn
Source: OMol25
Level of theory: wB97M-V/def2-TZVPD

Last column: Mulliken charge in e.
Positions of all 119 atoms, in Å:
Sn1 0.371 0.452 -0.190  1.051
C1 -0.132 3.760 1.691  -1.501
Si1 -1.050 2.093 1.540  1.112
C2 -0.781 1.122 3.154  1.003
C3 -0.704 1.893 4.314  -0.733
C4 -0.397 1.321 5.534  -1.055
C5 -0.170 -0.043 5.627  -1.100
C6 -0.260 -0.830 4.493  -0.223
C7 -0.544 -0.258 3.259  0.033
P1 -0.827 -1.301 1.797  0.843
C8 -2.490 -1.848 2.351  1.095
C9 -3.446 -0.857 2.556  -0.111
C10 -4.711 -1.185 3.005  -0.724
C11 -5.037 -2.513 3.233  -0.777
C12 -4.086 -3.501 3.039  -0.802
C13 -2.809 -3.175 2.613  -0.723
C14 0.185 -2.787 1.849  0.932
C15 -0.198 -3.814 0.983  -0.737
C16 0.566 -4.961 0.893  -1.186
C17 1.729 -5.073 1.640  -0.987
C18 2.139 -4.028 2.454  -0.921
C19 1.378 -2.876 2.551  -0.695
C20 -2.648 2.302 0.498  0.679
C21 -3.831 2.584 1.183  -0.386
C22 -4.996 2.905 0.509  -1.037
C23 -4.995 2.984 -0.874  -0.884
C24 -3.832 2.722 -1.576  -0.685
C25 -2.665 2.360 -0.905  0.241
P2 -1.169 2.088 -1.924  0.339
C26 -1.149 3.646 -2.860  1.003
C27 -1.389 3.657 -4.229  -0.291
C28 -1.404 4.860 -4.910  -0.863
C29 -1.180 6.048 -4.234  -0.621
C30 -0.946 6.036 -2.868  -0.813
C31 -0.923 4.838 -2.180  -0.379
C32 -1.613 0.864 -3.189  0.232
C33 -2.750 0.172 -3.243  -1.244
C34 -2.822 -1.130 -3.961  -0.360
C35 -1.833 -1.403 -5.100  -0.519
C36 -0.523 -0.600 -5.056  -0.841
C37 -0.384 0.370 -3.875  -0.429
H1 -0.818 4.535 2.028  0.516
H2 0.304 4.086 0.748  0.414
H3 0.668 3.676 2.424  0.574
H4 -0.887 2.955 4.263  0.569
H5 -0.335 1.942 6.414  0.471
H6 0.057 -0.497 6.580  0.494
H7 -0.117 -1.899 4.563  0.593
H8 -3.199 0.180 2.371  -0.177
H9 -5.440 -0.408 3.182  0.476
H10 -6.028 -2.783 3.565  0.441
H11 -4.337 -4.533 3.228  0.477
H12 -2.073 -3.954 2.492  0.501
H13 -1.100 -3.712 0.392  0.600
H14 0.258 -5.763 0.239  0.512
H15 2.318 -5.974 1.578  0.449
H16 3.059 -4.116 3.010  0.643
H17 1.700 -2.046 3.166  0.123
H18 -3.833 2.575 2.261  0.605
H19 -5.894 3.124 1.065  0.488
H20 -5.893 3.255 -1.405  0.474
H21 -3.816 2.817 -2.655  0.631
H22 -1.582 2.731 -4.753  0.349
H23 -1.597 4.865 -5.971  0.463
H24 -1.200 6.982 -4.772  0.415
H25 -0.782 6.964 -2.342  0.463
H26 -0.751 4.822 -1.112  0.226
H27 -3.627 0.472 -2.688  0.626
H28 -3.847 -1.400 -4.201  0.482
H29 -2.282 -1.567 -6.074  0.397
H30 -0.130 -0.266 -6.012  0.467
H31 0.302 1.200 -4.059  1.349
C38 4.320 0.598 -2.343  -0.884
C39 4.004 -0.011 -3.543  -1.233
C40 2.723 -0.478 -3.774  -0.586
C41 1.746 -0.377 -2.790  0.455
C42 2.074 0.233 -1.587  0.030
C43 3.349 0.721 -1.363  -0.831
C44 0.322 -0.773 -3.043  0.919
C45 0.132 -1.730 -4.231  -1.078
C46 -1.169 -2.528 -4.282  -1.498
C47 -2.110 -2.291 -3.097  1.642
C48 -3.090 -3.360 -2.795  -0.180
C49 -3.792 -3.363 -1.653  -1.405
C50 -3.555 -2.327 -0.694  -1.152
C51 -2.494 -1.501 -0.812  0.121
C52 -1.562 -1.606 -1.892  0.714
N1 -0.425 -0.989 -1.834  -0.032
H32 5.315 0.988 -2.184  0.529
H33 4.753 -0.115 -4.314  0.437
H34 2.492 -0.897 -4.740  0.477
H35 3.582 1.186 -0.417  0.359
H36 1.013 -2.272 -4.554  0.853
H37 -1.089 -3.546 -4.645  0.538
H38 -3.279 -4.077 -3.578  0.536
H39 -4.559 -4.097 -1.468  0.525
H40 -4.235 -2.219 0.135  0.617
H41 -2.348 -0.678 -0.129  -0.203
C53 5.217 -2.384 1.567  -1.046
Ge1 5.737 -0.646 2.362  0.718
C54 6.404 0.596 0.967  -0.843
C55 7.172 -0.858 3.700  -1.221
C56 4.088 0.040 3.341  -1.295
Se1 2.611 0.857 2.356  0.396
C57 3.488 2.564 2.053  -0.952
H42 6.011 -2.750 0.922  0.486
H43 4.303 -2.311 0.983  0.188
H44 5.067 -3.116 2.355  0.272
H45 7.318 0.169 0.565  0.446
H46 6.653 1.569 1.381  0.391
H47 5.705 0.720 0.148  -0.181
H48 8.034 -1.294 3.204  0.380
H49 6.887 -1.508 4.520  0.372
H50 7.472 0.103 4.108  0.377
H51 4.363 0.792 4.083  0.572
H52 3.639 -0.800 3.872  0.427
H53 4.485 2.384 1.664  0.193
H54 3.551 3.074 3.011  0.395
H55 2.905 3.148 1.347  0.213

Atoms 1-6, force components in eV/Å:
0.2 0.4 -0.6
-0.4 -0.7 0.0
1.3 0.0 -0.7
-0.5 0.2 -0.5
-0.1 0.0 -0.1
0.1 0.0 0.1

Energy in a.u.: -7924.0845
Highest occupied orbital energy in eV: -12.364
Orbital gap in eV: 6.663
Charge: +2